1.
Density functional theory data (ωB97M-V/def2-TZVPD) for one molecule with the formula FH3OP2 at a distorted geometry.

```
7
Properties=species:S:1:pos:R:3:forces:R:3
O 0.500 -1.492 0.750 0.47 2.48 -1.99
P 0.706 -0.059 -0.581 0.16 -3.07 1.68
F 2.081 0.628 -0.147 -0.16 -0.41 0.31
P -0.741 1.172 0.411 0.10 1.22 -0.86
H -0.162 -2.138 0.441 0.46 0.46 -0.22
H -1.489 0.053 0.058 -0.84 -0.15 -0.21
H -0.895 1.836 -0.931 -0.19 -0.53 1.30
```
Forces are in eV/Å.

For the orbital gap, the calculation gives 10.0 eV. The calculation puts the relative energy (zero: lowest compared OMol25 entry of this formula, charge and spin) at 0.9665 eV. The max |F| comes out at 3.50 eV/A. The highest occupied orbital energy comes out at -9.40 eV.

Löwdin atomic charge list, values in e, 6 entries: O -0.45; P 0.60; F -0.37; P 0.52; H 0.00; H -0.18

2.
Density functional theory data (ωB97M-V/def2-TZVPD) for one molecule with the formula FH3OP2 at a distorted geometry.

```
7
Properties=species:S:1:pos:R:3:forces:R:3
O 1.279 1.089 -0.865 1.26 1.99 0.48
P 1.118 0.051 0.388 1.47 -0.79 -0.29
F 2.127 -1.250 -0.033 -0.76 1.60 0.28
P -0.606 -0.848 -0.504 1.16 -1.82 -1.90
H 1.766 1.942 -0.621 -0.78 -1.86 -0.42
H -1.420 -0.403 0.460 -1.23 0.04 1.70
H -0.081 -2.136 -0.026 -1.12 0.84 0.14
```
Forces are in eV/Å.

For the orbital gap, the calculation gives 9.7 eV. The calculation puts the relative energy (zero: lowest compared OMol25 entry of this formula, charge and spin) at 0.2276 eV. The max |F| comes out at 2.87 eV/A. The highest occupied orbital energy comes out at -9.16 eV.

Löwdin atomic charge list, values in e, 6 entries: O -0.44; P 0.54; F -0.43; P 0.57; H 0.08; H -0.21

3.
Density functional theory data (ωB97M-V/def2-TZVPD) for a 2-piece molecular cluster, FH3P2S2 overall at a distorted geometry.

```
8
Properties=species:S:1:pos:R:3:forces:R:3
S 2.159 0.441 0.881 -0.30 0.31 0.13
P 0.959 1.773 0.196 0.75 -0.54 -0.62
S 0.856 1.458 -1.923 -0.76 2.88 0.28
H 0.944 0.205 -2.091 0.51 -2.40 0.15
F -1.732 0.318 0.604 -0.78 -0.43 1.03
P -0.975 -0.993 1.293 0.14 0.60 -1.21
H -0.414 -1.047 -0.007 0.78 -1.13 0.40
H -1.798 -2.154 1.047 -0.34 0.70 -0.18
```
Forces are in eV/Å.

For the orbital gap, the calculation gives 7.6 eV. The calculation puts the relative energy (zero: lowest compared OMol25 entry of this formula, charge and spin) at 1.6799 eV. The max |F| comes out at 2.99 eV/A. The highest occupied orbital energy comes out at -9.10 eV.

Löwdin atomic charge list, values in e, 6 entries: S 0.00; P 0.03; S 0.26; H -0.26; F -0.52; P 0.74

4.
Density functional theory data (ωB97M-V/def2-TZVPD) for one molecule with the formula FHIN at a distorted geometry.

```
4
Properties=species:S:1:pos:R:3:forces:R:3
N 0.866 -1.069 -2.081 -1.89 -2.68 0.14
F 2.069 -0.762 -1.567 1.86 1.38 0.17
I 0.080 0.078 -3.430 -0.72 2.27 1.28
H -0.765 1.260 -2.252 0.74 -0.98 -1.59
```
Forces are in eV/Å.

For the orbital gap (alpha / beta), the calculation gives 7.8 / 7.8 eV. The calculation puts the relative energy (zero: lowest compared OMol25 entry of this formula, charge and spin) at 3.2015 eV. The max |F| comes out at 3.28 eV/A. The highest occupied orbital energy (alpha / beta) comes out at -8.57 / -8.57 eV.

Löwdin charges, unit e, in atom order: N -0.68; F -0.26; I 1.06; H -0.12

5.
Density functional theory data (ωB97M-V/def2-TZVPD) for a 2-piece molecular cluster, FHINS overall at a distorted geometry.

```
5
Properties=species:S:1:pos:R:3:forces:R:3
N 1.208 -0.291 -0.435 -0.27 0.71 -0.76
F -0.685 2.084 0.750 0.54 -2.19 -1.60
S -0.146 0.238 -0.739 -0.18 1.61 1.84
I -1.935 -1.086 0.186 0.18 0.20 0.03
H 1.558 -0.946 0.238 -0.28 -0.34 0.50
```
Forces are in eV/Å.

For the orbital gap (alpha / beta), the calculation gives 8.0 / 8.0 eV. The calculation puts the relative energy (zero: lowest compared OMol25 entry of this formula, charge and spin) at 1.6080 eV. The max |F| comes out at 2.76 eV/A. The highest occupied orbital energy (alpha / beta) comes out at -10.33 / -10.33 eV.

Löwdin charges, unit e, in atom order: N -0.39; F -0.63; S 0.51; I 0.47; H 0.03

6.
Density functional theory data (ωB97M-V/def2-TZVPD) for FHMgNO3PbS2 as an isolated structure at a distorted geometry.

```
10
Properties=species:S:1:pos:R:3:forces:R:3
Pb 1.255 3.592 0.191 -0.60 1.53 -0.61
N 0.172 0.544 -0.910 -0.93 -0.58 0.44
S 0.159 2.111 -1.777 -0.14 -0.59 0.14
S 1.325 0.286 0.123 1.23 0.49 -0.70
O -0.932 -2.045 1.112 -0.48 0.10 -0.75
O 1.815 1.593 0.732 -0.02 -2.62 0.05
F 2.683 0.001 -0.884 -0.92 0.19 0.75
Mg -1.317 -1.224 -0.598 1.62 1.05 1.16
O -2.276 -2.583 0.664 0.15 0.46 -0.60
H -2.884 -2.274 1.347 0.10 -0.04 0.13
```
Forces are in eV/Å.

For the orbital gap (alpha / beta), the calculation gives 3.2 / 5.7 eV. Its spin multiplicity is 2. The max |F| comes out at 2.62 eV/A. The highest occupied orbital energy (alpha / beta) comes out at -5.41 / -7.95 eV.

Löwdin atomic charge list, values in e, 6 entries: Pb 0.65; N -0.92; S 0.16; S 0.75; O -0.37; O -0.85

7.
Density functional theory data (ωB97M-V/def2-TZVPD) for FHO2S as an isolated structure at a distorted geometry.

```
5
Properties=species:S:1:pos:R:3:forces:R:3
O -0.083 -0.637 0.240 -1.56 -1.98 -1.85
O 3.327 -0.318 -0.550 1.57 0.19 -0.91
F 2.277 -1.028 1.524 -0.31 -0.15 -0.82
S 2.098 -0.913 -0.116 0.31 0.18 1.59
H -0.170 -0.024 0.932 -0.01 1.77 1.99
```
Forces are in eV/Å.

For the orbital gap (alpha / beta), the calculation gives 9.6 / 8.9 eV. The calculation puts the relative energy (zero: lowest compared OMol25 entry of this formula, charge and spin) at 0.0000 eV. Its spin multiplicity is 3. The max |F| comes out at 3.13 eV/A. The highest occupied orbital energy (alpha / beta) comes out at -9.03 / -12.30 eV.

Löwdin charges, unit e, in atom order: O -0.15; O -0.45; F -0.37; S 1.00; H -0.02

8.
Density functional theory data (ωB97M-V/def2-TZVPD) for FHOS as an isolated structure at a distorted geometry.

```
4
Properties=species:S:1:pos:R:3:forces:R:3
O -0.173 -1.955 0.315 1.38 0.81 0.30
F 2.299 0.470 0.172 -2.54 -1.93 0.04
S 0.680 -0.903 -0.268 -0.03 1.28 -0.21
H -0.225 0.159 -0.075 1.19 -0.16 -0.13
```
Forces are in eV/Å.

For the orbital gap (alpha / beta), the calculation gives 8.5 / 8.5 eV. The calculation puts the relative energy (zero: lowest compared OMol25 entry of this formula, charge and spin) at 1.9650 eV. The max |F| comes out at 3.19 eV/A. The highest occupied orbital energy (alpha / beta) comes out at -11.44 / -11.44 eV.

Löwdin charges, unit e, in atom order: O -0.52; F -0.57; S 1.08; H 0.00

9.
Density functional theory data (ωB97M-V/def2-TZVPD) for a 2-piece molecular cluster, FNO2 overall at a distorted geometry.

```
4
Properties=species:S:1:pos:R:3:forces:R:3
N -0.051 0.184 -0.099 1.25 -3.11 2.43
O 0.328 0.862 0.729 0.56 1.37 0.91
O -0.626 0.133 -1.067 -1.01 -0.38 -2.11
F 0.416 -1.448 0.479 -0.80 2.13 -1.23
```
Forces are in eV/Å.

For the orbital gap, the calculation gives 11.5 eV. The calculation puts the relative energy (zero: lowest compared OMol25 entry of this formula, charge and spin) at 0.5800 eV. The max |F| comes out at 4.14 eV/A. The highest occupied orbital energy comes out at -12.62 eV.

Löwdin charges, unit e, in atom order: N -0.28; O 0.25; O 0.27; F -0.24

10.
Density functional theory data (ωB97M-V/def2-TZVPD) for FNO2S2Tm as an isolated structure at a distorted geometry.

```
7
Properties=species:S:1:pos:R:3:forces:R:3
Tm -0.251 -1.880 -0.202 0.11 -0.11 0.09
F -0.097 -3.754 -0.914 0.00 1.66 0.64
N 0.288 1.707 -0.783 -0.18 -1.01 -0.26
S -0.045 0.575 -1.790 0.05 0.25 0.14
S 0.536 1.301 0.988 -1.67 2.82 1.71
O 0.043 -0.156 1.099 -0.27 -1.69 -1.09
O -0.474 2.207 1.602 1.96 -1.92 -1.23
```
Forces are in eV/Å.

For the orbital gap (alpha / beta), the calculation gives 6.7 / 6.7 eV. Its net charge is +1. The calculation puts the relative energy (zero: lowest compared OMol25 entry of this formula, charge and spin) at 0.0000 eV. Its spin multiplicity is 3. The max |F| comes out at 3.70 eV/A. The highest occupied orbital energy (alpha / beta) comes out at -13.78 / -13.77 eV.

Löwdin atomic charge list, values in e, 6 entries: Tm 1.77; F -0.52; N -0.59; S 0.71; S 0.78; O -0.73

11.
Density functional theory data (ωB97M-V/def2-TZVPD) for one molecule with the formula FNO3S at a distorted geometry.

```
6
Properties=species:S:1:pos:R:3:forces:R:3
N 0.374 1.093 1.329 -4.57 2.37 -0.62
O 0.959 0.004 0.284 1.58 -0.87 0.55
O -0.654 1.525 1.047 3.84 -1.68 1.13
O -0.986 0.299 -1.402 5.82 -4.51 1.72
F -0.139 -2.220 -0.305 0.69 2.47 -0.71
S 0.446 -0.701 -0.952 -7.36 2.22 -2.07
```
Forces are in eV/Å.

For the orbital gap, the calculation gives 8.0 eV. The calculation puts the relative energy (zero: lowest compared OMol25 entry of this formula, charge and spin) at 2.4664 eV. The max |F| comes out at 7.96 eV/A. The highest occupied orbital energy comes out at -10.28 eV.

Löwdin charges, unit e, in atom order: N 0.16; O -0.49; O 0.17; O -0.54; F -0.38; S 1.08

12.
Density functional theory data (ωB97M-V/def2-TZVPD) for FeH13O7 as an isolated structure at a distorted geometry.

```
21
Properties=species:S:1:pos:R:3:forces:R:3
Fe 0.222 -0.088 -0.368 -1.74 0.58 -0.29
O -1.586 0.099 -0.675 1.23 -0.09 0.36
H -2.344 -0.317 -1.092 -0.22 0.02 -0.12
O 2.263 -0.188 0.306 0.80 -0.02 -0.24
H 3.073 -0.389 -0.197 -0.28 0.00 0.08
H 2.573 0.031 1.200 -0.11 -0.14 -0.10
O 0.131 1.202 1.165 0.71 0.53 1.01
H 0.934 1.659 1.461 -0.25 0.21 -0.10
H -0.481 1.207 1.942 -0.60 -0.07 -0.48
O -2.480 1.181 1.885 0.65 -0.30 -0.08
H -3.141 0.549 2.197 0.02 0.21 0.06
H -2.255 0.912 0.979 -0.59 0.10 0.06
O 0.224 -1.372 -1.923 0.17 -1.08 -0.84
H -0.652 -1.600 -2.275 0.20 0.16 0.03
H 0.835 -2.031 -2.300 0.00 0.28 0.18
O 0.875 1.342 -1.723 0.47 0.58 -0.03
H 1.692 1.851 -1.589 -0.17 -0.12 -0.08
H 0.340 1.871 -2.342 -0.10 -0.30 0.22
O 0.006 -1.636 0.930 -0.38 -1.01 0.53
H 0.603 -2.151 1.500 0.03 0.25 -0.20
H -0.832 -2.132 0.918 0.16 0.23 0.04
```
Forces are in eV/Å.

For the orbital gap (alpha / beta), the calculation gives 10.6 / 8.0 eV. Its net charge is +2. The calculation puts the relative energy (zero: lowest compared OMol25 entry of this formula, charge and spin) at 0.0000 eV. Its spin multiplicity is 6. The max |F| comes out at 1.85 eV/A. The highest occupied orbital energy (alpha / beta) comes out at -17.97 / -17.96 eV.

Löwdin atomic charge list, values in e, 6 entries: Fe 1.02; O -0.22; H 0.07; O -0.03; H 0.13; H 0.12

Number 1: total energy -23390.796 eV. Number 2: total energy -23391.535 eV. Number 3: total energy -43013.685 eV. Number 4: total energy -12318.182 eV. Number 5: total energy -23156.562 eV. Number 6: total energy -42725.524 eV. Number 7: total energy -17659.662 eV. Number 8: total energy -15613.083 eV. Number 9: total energy -8297.505 eV. Number 10: total energy -59494.728 eV. Number 11: total energy -21179.312 eV. Number 12: total energy -48915.261 eV.